(1)
Formula: C34H29NO9P3Y
Source: the Open Molecules 2025 dataset
Level of theory: ωB97M-V/def2-TZVPD

Summary:
E_HOMO: -0.2825 Ha
Energy relative to the best compared isomer or geometry (same formula, charge and spin): 81.3 kJ/mol
Kohn-Sham gap: 7.20 eV
2S+1: 1
Net charge: 0

Last column: Mulliken charge in e.
Positions of all 77 atoms, in Å:
Y  -1.33  -0.73  0.56  0.50
C  -6.20  -0.15  0.02  -1.88
C  -5.20  -0.45  1.11  1.07
O  -5.88  -0.83  2.29  -0.62
P  -4.09  0.97  1.45  0.70
O  -3.57  0.85  2.93  -0.62
O  -5.09  2.20  1.53  -0.56
O  -3.01  1.10  0.44  -0.31
P  -4.00  -1.77  0.64  0.66
O  -4.84  -3.12  0.54  -0.53
O  -3.04  -1.79  1.81  -0.42
O  -3.31  -1.47  -0.66  -0.67
H  -6.86  0.67  0.31  0.42
H  -6.81  -1.03  -0.17  0.44
H  -5.68  0.12  -0.90  0.39
H  -5.23  -0.95  3.00  0.46
H  -2.70  0.38  3.02  0.58
H  -4.66  3.03  1.78  0.38
H  -5.03  -3.48  1.41  0.37
O  0.30  1.20  4.07  -0.72
C  -0.18  0.98  2.98  0.23
O  -0.91  -0.04  2.64  -0.68
C  0.02  2.01  1.86  0.59
C  0.61  3.25  2.17  -1.14
C  0.70  4.19  1.19  -1.20
C  0.19  3.91  -0.10  1.31
C  0.23  4.84  -1.17  -0.78
C  -0.29  4.51  -2.39  -0.74
C  -0.86  3.24  -2.60  -0.84
C  -0.90  2.32  -1.60  -0.39
C  -0.37  2.63  -0.32  -0.36
N  -0.41  1.69  0.66  1.18
H  0.97  3.41  3.18  0.66
H  1.16  5.16  1.38  0.45
H  0.66  5.81  -0.99  0.45
H  -0.27  5.23  -3.20  0.43
H  -1.27  2.99  -3.57  0.47
H  -1.34  1.34  -1.76  0.50
C  5.10  1.34  2.24  -0.60
C  5.15  1.38  0.85  -0.74
C  4.11  0.87  0.09  -0.06
C  3.00  0.31  0.72  0.35
C  2.95  0.27  2.12  -0.80
C  4.00  0.78  2.87  -0.75
P  1.58  -0.47  -0.13  1.63
C  1.75  0.03  -1.88  0.56
C  1.96  1.37  -2.23  -0.56
C  2.00  1.76  -3.55  -1.00
C  1.80  0.82  -4.56  -0.82
C  1.56  -0.50  -4.23  -0.65
C  1.54  -0.90  -2.90  -0.95
C  2.06  -2.23  -0.17  0.59
C  3.38  -2.59  -0.31  -0.36
C  3.74  -3.95  -0.39  -0.93
C  2.77  -4.91  -0.35  -0.81
C  1.41  -4.56  -0.21  0.98
C  0.42  -5.57  -0.19  -0.98
C  -0.89  -5.22  -0.08  -1.30
C  -1.27  -3.86  0.04  0.00
C  -0.37  -2.81  0.06  0.47
C  1.01  -3.19  -0.10  -0.21
H  5.91  1.75  2.83  0.40
H  6.01  1.82  0.36  0.45
H  4.18  0.90  -0.99  0.48
H  2.10  -0.17  2.61  0.36
H  3.94  0.75  3.95  0.47
H  2.09  2.11  -1.45  0.87
H  2.17  2.80  -3.81  0.48
H  1.83  1.13  -5.60  0.40
H  1.40  -1.24  -5.01  0.45
H  1.37  -1.94  -2.65  0.39
H  4.15  -1.84  -0.35  0.44
H  4.79  -4.22  -0.50  0.43
H  3.03  -5.96  -0.42  0.37
H  0.72  -6.61  -0.28  0.35
H  -1.66  -5.99  -0.08  0.45
H  -2.33  -3.68  0.12  0.36

=====

(2)
Formula: C2H2FLi
Source: the Open Molecules 2025 dataset
Level of theory: ωB97M-V/def2-TZVPD

Summary:
E_HOMO: -0.2775 Ha
Energy relative to the best compared isomer or geometry (same formula, charge and spin): 0.0 kJ/mol
Kohn-Sham gap: 6.62 eV
2S+1: 1
Net charge: 0

Last column: Mulliken charge in e.
Positions of all 6 atoms, in Å:
C  0.15  -0.37  0.27  -0.05
C  -0.91  0.41  0.28  -0.95
H  0.18  -1.47  0.30  0.28
F  1.41  0.02  -0.28  -0.29
H  -0.65  1.46  0.50  0.14
Li  -2.61  -0.26  -0.62  0.87

=====

(3)
Formula: C23H25ClN2PY
Source: the Open Molecules 2025 dataset
Level of theory: ωB97M-V/def2-TZVPD

Summary:
E_HOMO: -0.5159 Ha
Kohn-Sham gap: 7.35 eV
2S+1: 1
Net charge: +2

Last column: Mulliken charge in e.
Positions of all 53 atoms, in Å:
Y  -0.80  0.11  1.58  0.88
Cl  -0.24  2.32  2.79  -0.47
P  0.06  0.90  -0.85  0.41
C  -1.41  0.04  -1.48  0.55
C  -1.18  -0.86  -2.53  -0.98
C  -2.28  -1.42  -3.15  -0.77
C  -3.56  -1.18  -2.62  -0.46
C  -3.80  -0.42  -1.47  -0.89
C  -2.69  0.18  -0.85  -0.25
C  -0.21  2.70  -0.91  0.90
C  0.57  3.60  -0.15  -0.50
C  0.44  4.97  -0.30  -0.78
C  -0.57  5.45  -1.14  -0.32
C  -1.43  4.57  -1.83  -0.73
C  -1.26  3.19  -1.70  -0.17
C  1.66  0.45  -1.45  0.74
C  2.70  -0.14  -0.68  -0.26
C  3.92  -0.37  -1.28  -0.69
C  4.03  0.01  -2.62  -0.41
C  3.01  0.60  -3.40  -0.75
C  1.77  0.83  -2.79  -0.45
H  1.30  3.20  0.55  0.42
H  1.11  5.67  0.22  0.40
H  -0.72  6.53  -1.25  0.38
H  -2.23  4.96  -2.49  0.39
H  -1.89  2.49  -2.26  0.34
H  -0.15  -1.05  -2.86  0.78
H  -2.14  -2.03  -4.04  0.48
H  -4.41  -1.66  -3.08  0.40
H  -4.81  -0.27  -1.06  0.45
H  -2.84  0.87  0.01  0.68
H  2.51  -0.39  0.35  0.30
H  4.76  -0.81  -0.72  0.43
H  4.99  -0.13  -3.11  0.41
H  3.12  0.90  -4.46  0.40
H  0.92  1.31  -3.31  0.43
H  -0.44  -3.75  -2.40  -0.08
H  0.30  -3.71  -2.37  0.10
C  2.05  -3.25  5.28  -1.14
C  1.07  -2.65  4.37  0.77
C  -0.27  -3.00  4.28  -0.91
C  -0.77  -2.33  3.19  0.73
N  0.19  -1.46  2.71  -0.12
N  1.31  -1.68  3.48  -0.18
C  -2.19  -2.14  2.82  -1.04
H  1.64  -3.14  6.29  0.34
H  2.20  -4.31  5.02  0.32
H  3.01  -2.75  5.18  0.34
H  -0.82  -3.60  4.99  0.40
H  2.18  -1.16  3.35  0.23
H  -2.71  -3.09  2.59  0.39
H  -2.68  -1.61  3.65  0.36
H  -2.30  -1.51  1.90  0.17